C21H51FN8O8S | wB97M-V/def2-TZVPD

```
90
Properties=species:S:1:pos:R:3:mulliken_charge:R:1
C 1.11 5.12 -2.23 -0.476
N 1.71 3.81 -1.99 -0.210
C 2.07 3.48 -0.64 -0.970
N 1.20 2.47 0.02 0.169
C 1.04 1.22 -0.75 -0.723
S -0.18 3.04 0.64 1.151
O -0.85 1.98 1.31 -0.535
O -0.89 3.94 -0.20 -0.582
F 0.45 3.96 1.75 -0.253
H 1.73 5.70 -2.92 0.333
H 0.11 5.03 -2.65 0.335
H 1.03 5.68 -1.30 -0.171
H 2.51 3.68 -2.59 0.287
H 3.07 3.05 -0.61 0.476
H 2.10 4.36 0.01 0.289
H 0.21 0.65 -0.34 0.129
H 0.83 1.42 -1.80 0.382
H 1.95 0.64 -0.64 0.260
C 7.69 4.69 -0.52 -0.937
N 6.39 5.32 -0.44 0.173
C 6.11 6.29 0.61 -0.871
C 5.40 5.05 -1.31 0.031
O 4.31 5.59 -1.29 -0.529
H 7.92 4.13 0.39 0.342
H 8.47 5.44 -0.67 0.342
H 7.71 4.01 -1.37 0.282
H 5.29 5.93 1.23 0.249
H 5.81 7.24 0.18 0.272
H 6.99 6.42 1.22 0.362
H 5.68 4.29 -2.07 0.316
C -2.89 -0.03 2.63 -0.907
N -4.19 -0.56 2.96 0.153
C -5.01 -1.14 1.91 -0.734
C -4.68 -0.55 4.22 0.109
O -5.77 -1.00 4.53 -0.599
H -2.97 0.77 1.89 0.402
H -2.25 -0.81 2.21 0.300
H -2.41 0.37 3.52 0.275
H -5.96 -0.61 1.83 0.316
H -5.24 -2.18 2.14 0.032
H -4.47 -1.07 0.97 0.374
H -4.00 -0.09 4.95 0.273
C -1.58 -4.12 -0.98 -1.094
N -1.66 -2.87 -1.73 0.226
C -2.26 -2.89 -3.05 -1.032
C -1.21 -1.71 -1.26 0.241
O -1.25 -0.64 -1.85 -0.689
H -0.99 -4.86 -1.52 0.399
H -2.58 -4.52 -0.81 0.437
H -1.10 -3.93 -0.02 0.333
H -1.55 -2.55 -3.81 0.321
H -3.13 -2.23 -3.10 0.310
H -2.58 -3.91 -3.28 0.380
H -0.77 -1.80 -0.25 0.244
C -6.00 -6.39 3.14 -0.897
N -5.25 -6.58 1.92 0.105
C -4.96 -7.92 1.45 -0.939
C -4.79 -5.54 1.19 0.635
O -4.15 -5.65 0.17 -0.663
H -5.49 -6.84 3.99 0.341
H -6.99 -6.84 3.06 0.328
H -6.12 -5.33 3.34 0.282
H -3.88 -8.08 1.38 0.290
H -5.38 -8.08 0.46 0.281
H -5.39 -8.63 2.15 0.379
H -5.05 -4.56 1.63 -0.177
C 1.08 8.30 -0.44 -0.938
N 2.27 8.68 0.28 0.166
C 2.19 8.99 1.70 -0.992
C 3.48 8.74 -0.31 0.199
O 4.51 9.04 0.26 -0.672
H 0.33 9.10 -0.42 0.416
H 0.63 7.40 -0.01 0.318
H 1.34 8.10 -1.48 0.247
H 2.52 10.01 1.89 0.311
H 2.81 8.32 2.28 0.286
H 1.15 8.89 2.02 0.405
H 3.45 8.48 -1.38 0.275
C 0.81 -9.71 -2.74 -0.910
N 0.77 -8.64 -1.76 0.138
C 1.91 -8.42 -0.90 -0.945
C -0.30 -7.82 -1.63 0.152
O -0.37 -6.91 -0.83 -0.619
H 0.93 -10.68 -2.25 0.342
H 1.63 -9.57 -3.44 0.342
H -0.13 -9.72 -3.29 0.284
H 1.63 -8.51 0.15 0.283
H 2.32 -7.41 -1.04 0.287
H 2.68 -9.15 -1.13 0.381
H -1.12 -8.07 -2.33 0.289
```

Results
SMILES   CNCN(C)S(=O)(=O)F.CN(C)C=O.CN(C)C=O.CN(C)C=O.CN(C)C=O.CN(C)C=O.CN(C)C=O
LUMO   0.6 eV
E_tot   -64457.3744 eV
Frontier orbital gap   9.3 eV
Total charge   0
Max |F|   0.0095 hartree/bohr

C20H31F3O9PS | wB97M-V/def2-TZVPD

```
65
Properties=species:S:1:pos:R:3:mulliken_charge:R:1
C 4.24 1.00 0.04 -1.053
C 4.68 0.05 -1.09 -0.503
C 3.58 -0.04 -2.17 -1.028
C 2.47 -1.04 -1.71 -0.500
C 1.09 -0.36 -1.74 -0.900
C 0.11 -0.87 -0.66 0.538
C -0.52 -2.24 -0.99 -0.911
C -1.46 -2.25 -2.21 -0.765
C -2.96 -2.28 -1.91 -0.988
C -3.61 -0.88 -1.75 0.341
C -4.38 -0.74 -0.41 -1.234
C -3.34 -0.72 0.71 0.663
O -3.90 -0.20 1.95 -0.407
P -2.70 0.05 2.97 0.975
O -1.87 -1.14 3.10 -0.652
O -3.35 0.41 4.37 -0.549
O -1.76 1.28 2.48 0.023
O -2.16 2.54 3.06 -0.331
C -2.93 3.27 2.13 0.056
O -4.01 3.69 2.51 -0.486
C -2.37 3.52 0.77 0.273
C -2.65 2.67 -0.26 0.335
C -2.13 2.85 -1.51 -0.468
C -1.30 3.92 -1.74 -0.492
C -1.05 4.79 -0.72 -0.672
C -1.58 4.60 0.52 -0.258
H 5.07 1.61 0.39 0.365
H 3.81 0.45 0.88 0.146
H 3.44 1.66 -0.31 0.327
H 4.89 -0.96 -0.73 0.282
H 5.59 0.45 -1.54 0.410
H 3.98 -0.36 -3.13 0.449
H 3.19 0.97 -2.32 0.432
H 2.46 -1.84 -2.46 0.302
H 2.72 -1.44 -0.73 0.381
H 0.62 -0.36 -2.73 0.276
H 1.25 0.69 -1.49 0.383
H 0.62 -0.98 0.30 0.489
H -0.63 -0.07 -0.52 -0.797
H -1.00 -2.61 -0.08 0.458
H 0.29 -2.94 -1.19 0.536
H -1.19 -1.44 -2.89 0.366
H -1.24 -3.17 -2.76 0.387
H -3.21 -2.91 -1.05 0.379
H -3.44 -2.78 -2.76 0.423
H -2.81 -0.14 -1.79 -0.427
H -4.27 -0.64 -2.59 0.498
H -5.06 -1.58 -0.27 0.456
H -4.90 0.22 -0.45 0.385
H -2.54 -0.05 0.39 -0.763
H -2.92 -1.72 0.80 0.540
H -3.58 -0.46 4.72 0.335
H -3.30 1.83 -0.07 0.308
H -2.35 2.13 -2.29 0.430
H -0.87 4.04 -2.73 0.423
H -0.42 5.64 -0.92 0.376
H -1.34 5.32 1.30 0.444
C 5.07 -2.26 3.73 0.603
F 4.37 -3.09 4.52 -0.248
F 4.48 -1.06 3.80 -0.230
F 6.29 -2.13 4.29 -0.251
S 5.18 -2.88 2.00 1.165
O 3.80 -2.96 1.55 -0.662
O 5.83 -4.16 2.11 -0.694
O 5.97 -1.88 1.30 -0.690
```

Results
LUMO   1.8 eV
E_tot   -67948.9932 eV
Frontier orbital gap   7.5 eV
Total charge   -1
Max |F|   0.0394 hartree/bohr

C54H99Cl3N18 | wB97M-V/def2-TZVPD

```
174
Properties=species:S:1:pos:R:3:mulliken_charge:R:1
C -3.74 -3.62 -6.17 -1.301
C -4.24 -4.96 -5.69 -0.278
N -5.49 -5.44 -6.23 0.227
C -6.65 -4.78 -6.14 -0.161
C -7.64 -5.64 -6.71 -0.539
N -7.01 -6.85 -7.02 0.130
C -5.76 -6.75 -6.65 -0.176
C -7.47 -8.08 -7.60 -0.787
H -2.68 -3.48 -5.94 0.352
H -4.38 -2.86 -5.72 0.377
H -3.95 -3.54 -7.23 0.394
H -4.17 -4.87 -4.61 0.244
H -3.47 -5.64 -6.06 0.329
H -6.78 -3.77 -5.79 0.422
H -8.70 -5.48 -6.83 0.437
H -5.02 -7.47 -6.97 0.311
H -7.51 -8.02 -8.69 0.345
H -8.46 -8.40 -7.27 0.354
H -6.75 -8.85 -7.32 0.318
C -1.85 -6.08 3.16 -1.237
C -2.85 -4.92 3.54 -0.250
N -4.09 -5.03 2.85 0.191
C -5.09 -4.10 2.87 -0.264
C -6.23 -4.61 2.14 -0.383
N -5.83 -5.89 1.70 0.129
C -4.62 -6.22 2.18 -0.258
C -6.70 -6.80 0.95 -0.890
H -0.92 -6.14 3.72 0.347
H -1.67 -6.13 2.08 0.350
H -2.39 -7.00 3.38 0.361
H -2.47 -3.91 3.38 0.371
H -2.93 -5.05 4.62 0.285
H -4.94 -3.09 3.24 0.409
H -7.10 -4.08 1.77 0.426
H -4.24 -7.17 1.82 0.370
H -6.24 -7.30 0.10 0.344
H -7.44 -6.25 0.37 0.331
H -7.20 -7.43 1.69 0.363
C 0.32 3.65 -7.35 -1.409
C -0.97 3.57 -6.51 -0.116
N -0.89 4.34 -5.32 0.246
C 0.20 4.94 -4.79 -0.206
C -0.13 5.73 -3.71 -0.413
N -1.50 5.56 -3.46 0.148
C -1.92 4.56 -4.39 -0.382
C -2.29 6.25 -2.50 -0.768
H 1.29 3.45 -6.91 0.381
H 0.34 4.61 -7.87 0.400
H 0.34 3.00 -8.23 0.381
H -0.97 2.52 -6.24 0.252
H -1.92 3.76 -7.02 0.384
H 1.19 4.66 -5.13 0.309
H 0.50 6.27 -3.02 0.419
H -2.89 4.25 -4.73 0.393
H -1.67 6.92 -1.92 0.302
H -2.73 5.44 -1.93 0.355
H -3.08 6.88 -2.91 0.324
C -8.56 2.07 5.53 -1.349
C -8.85 3.37 6.30 -0.133
N -8.77 4.59 5.52 0.162
C -8.50 4.81 4.23 -0.137
C -8.48 6.18 3.98 -0.687
N -9.00 6.78 5.02 0.145
C -9.02 5.87 6.03 -0.335
C -9.66 7.98 5.09 -0.859
H -9.31 1.98 4.74 0.399
H -8.76 1.25 6.23 0.356
H -7.60 2.13 5.02 0.372
H -8.05 3.47 7.03 0.336
H -9.82 3.44 6.80 0.351
H -8.32 3.96 3.58 0.482
H -8.37 6.77 3.09 0.448
H -9.33 6.10 7.04 0.396
H -8.98 8.83 5.06 0.333
H -10.36 8.07 5.92 0.329
H -10.30 8.13 4.22 0.389
C 3.28 -2.89 -7.63 -1.015
C 2.87 -3.32 -9.10 -0.493
N 2.08 -4.56 -8.98 0.146
C 0.80 -4.86 -9.35 -0.409
C 0.61 -6.20 -9.03 -0.258
N 1.77 -6.68 -8.46 0.130
C 2.69 -5.62 -8.41 -0.235
C 2.11 -7.96 -7.95 -0.842
H 2.35 -2.54 -7.18 0.303
H 3.85 -1.96 -7.64 0.369
H 3.74 -3.61 -6.96 0.336
H 3.66 -3.31 -9.85 0.323
H 2.17 -2.67 -9.62 0.338
H 0.15 -4.25 -9.97 0.453
H -0.12 -6.98 -9.18 0.469
H 3.67 -5.62 -7.94 0.375
H 1.66 -8.69 -8.63 0.366
H 1.79 -8.06 -6.92 0.318
H 3.19 -8.11 -7.97 0.328
C 7.81 13.78 8.28 -1.062
C 6.66 13.89 7.34 -0.423
N 6.90 13.14 6.09 0.133
C 7.82 13.37 5.09 -0.228
C 7.40 12.60 4.01 -0.382
N 6.30 11.89 4.41 0.128
C 6.07 12.13 5.72 -0.169
C 5.50 10.97 3.73 -0.863
H 7.69 14.51 9.08 0.371
H 8.76 14.00 7.80 0.299
H 7.86 12.93 8.96 0.332
H 6.37 14.90 7.04 0.360
H 5.71 13.51 7.71 0.301
H 8.64 14.06 5.26 0.416
H 7.92 12.44 3.07 0.394
H 5.23 11.63 6.18 0.355
H 5.26 10.04 4.25 0.400
H 6.15 10.67 2.91 0.289
H 4.59 11.51 3.47 0.347
C 9.22 -5.03 -3.70 -1.312
C 8.08 -4.87 -2.77 -0.190
N 7.13 -5.99 -2.77 0.198
C 5.86 -5.96 -2.16 -0.430
C 5.25 -7.20 -2.08 -0.449
N 6.23 -8.04 -2.63 0.103
C 7.34 -7.35 -2.98 -0.121
C 6.20 -9.41 -2.97 -0.885
H 9.72 -4.06 -3.75 0.353
H 8.87 -5.42 -4.66 0.363
H 9.94 -5.75 -3.32 0.394
H 7.61 -3.89 -2.89 0.350
H 8.39 -4.89 -1.73 0.337
H 5.47 -5.01 -1.81 0.412
H 4.30 -7.61 -1.77 0.465
H 8.24 -7.64 -3.50 0.378
H 7.06 -9.87 -3.46 0.338
H 5.39 -9.55 -3.70 0.355
H 6.03 -10.04 -2.10 0.343
C 5.10 -4.47 5.08 -1.207
C 5.72 -3.63 6.18 -0.333
N 4.72 -2.92 6.92 0.173
C 3.73 -3.53 7.70 -0.314
C 3.15 -2.45 8.41 -0.449
N 3.69 -1.30 7.97 0.087
C 4.54 -1.58 7.00 -0.125
C 3.37 0.11 8.42 -0.719
H 5.78 -4.88 4.34 0.372
H 4.29 -3.87 4.67 0.349
H 4.63 -5.38 5.45 0.327
H 6.38 -3.00 5.58 0.332
H 6.08 -4.37 6.90 0.328
H 3.59 -4.60 7.62 0.418
H 2.41 -2.54 9.19 0.422
H 5.00 -0.80 6.41 0.383
H 3.97 0.48 9.25 0.314
H 2.36 0.04 8.82 0.322
H 3.49 0.76 7.55 0.320
C 0.44 0.98 -0.79 -0.872
C -0.50 0.77 0.59 -0.483
N -0.65 1.93 1.45 0.267
C -1.78 2.26 2.24 -0.466
C -1.47 3.44 2.98 -0.246
N -0.17 3.80 2.71 0.108
C 0.35 2.74 1.99 -0.409
C 0.59 4.89 3.38 -0.831
H -0.14 1.59 -1.49 0.254
H 0.86 0.07 -1.22 0.338
H 1.26 1.56 -0.37 0.286
H -0.16 -0.08 1.18 0.320
H -1.53 0.53 0.34 0.391
H -2.79 1.88 2.22 0.440
H -2.16 4.00 3.59 0.456
H 1.39 2.67 1.69 0.371
H -0.10 5.40 4.04 0.356
H 0.76 5.68 2.65 0.307
H 1.40 4.45 3.97 0.394
Cl 6.60 5.50 5.54 -0.992
Cl -6.76 0.53 -1.16 -0.991
Cl -3.23 6.44 8.72 -0.990
```

Results
LUMO   -9.8 eV
E_tot   -121926.9686 eV
Frontier orbital gap   1.6 eV
Total charge   +6
Max |F|   0.1115 hartree/bohr

H10O5 | wB97M-V/def2-TZVPD

```
15
Properties=species:S:1:pos:R:3:mulliken_charge:R:1
O -1.59 -1.17 -0.42 -0.599
H -1.87 -2.07 -0.61 0.311
H -0.79 -1.04 -0.77 0.285
O 2.69 0.38 1.95 -0.606
H 3.23 -0.04 1.26 0.316
H 2.25 -0.33 2.27 0.289
O 2.54 0.34 -2.99 -0.616
H 2.72 0.82 -2.22 0.291
H 2.16 1.07 -3.54 0.322
O -3.23 -1.70 2.11 -0.616
H -2.27 -1.90 2.09 0.316
H -3.43 -1.38 2.97 0.298
O -0.53 2.11 -0.58 -0.608
H -1.15 2.31 -1.29 0.312
H 0.14 2.85 -0.70 0.306
```

Results
SMILES   O.O.O.O.O
LUMO   0.3 eV
E_tot   -10398.8214 eV
Frontier orbital gap   11.4 eV
Total charge   0
Max |F|   0.1065 hartree/bohr

C30H40Cl10N4 | wB97M-V/def2-TZVPD

```
84
Properties=species:S:1:pos:R:3:mulliken_charge:R:1
C 1.69 4.38 1.55 0.085
C 1.54 5.68 2.12 -0.499
C 2.59 6.24 2.96 -0.322
N 3.79 5.61 3.11 -0.558
C 3.85 4.36 2.56 -0.362
C 2.88 3.70 1.83 -0.422
H 0.90 4.00 0.93 0.499
H 0.65 6.25 1.89 0.343
H 2.48 7.21 3.42 0.365
H 4.81 3.91 2.76 0.362
H 3.11 2.72 1.43 0.494
C 3.01 -1.62 -0.29 -0.156
C 3.96 -2.62 -0.38 -0.502
C 4.23 -3.16 -1.67 -0.394
N 3.71 -2.64 -2.77 -0.600
C 2.76 -1.68 -2.68 -0.379
C 2.40 -1.14 -1.44 0.299
H 2.85 -1.24 0.71 0.479
H 4.30 -3.09 0.53 0.383
H 4.84 -4.03 -1.88 0.390
H 2.35 -1.22 -3.57 0.158
H 1.64 -0.37 -1.41 0.275
C 1.36 -2.66 3.35 -0.213
C 0.26 -3.42 3.02 -0.459
C -1.01 -2.89 3.37 -0.336
N -1.19 -1.58 3.75 -0.383
C -0.07 -0.87 4.05 -0.233
C 1.19 -1.44 3.96 -0.512
H 2.37 -3.05 3.32 0.467
H 0.35 -4.42 2.64 0.495
H -1.90 -3.45 3.13 0.364
H -0.04 0.20 4.21 0.482
H 2.12 -0.90 4.11 0.359
C 0.54 -3.37 -5.60 -0.466
C 0.57 -2.04 -5.13 -0.216
C -0.54 -1.55 -4.46 -0.284
N -1.57 -2.32 -4.13 -0.469
C -1.55 -3.60 -4.52 -0.410
C -0.53 -4.17 -5.19 -0.272
H 1.40 -3.69 -6.16 0.392
H 1.45 -1.47 -5.36 0.584
H -0.57 -0.52 -4.13 0.391
H -2.39 -4.19 -4.17 0.394
H -0.68 -5.23 -5.35 0.411
Cl 2.49 1.86 -3.76 -0.191
C 1.81 2.87 -2.41 0.217
C 2.69 4.03 -2.09 -0.335
Cl 4.32 3.51 -1.57 -0.193
H 1.58 2.19 -1.59 -0.298
H 0.85 3.30 -2.68 0.344
H 2.34 4.60 -1.23 0.105
H 2.79 4.76 -2.90 0.404
Cl 0.74 -5.54 -0.02 -0.220
C 0.46 -4.22 -1.26 -0.256
C -0.25 -2.99 -0.74 0.205
Cl -1.90 -3.34 -0.15 -0.135
H -0.17 -4.56 -2.08 0.365
H 1.38 -4.04 -1.81 0.103
H -0.34 -2.20 -1.48 0.019
H 0.39 -2.59 0.05 -0.069
Cl -6.55 -2.92 2.34 -0.190
C -4.81 -3.00 2.25 -0.280
C -4.15 -1.56 2.09 0.270
Cl -5.01 -0.64 0.76 -0.200
H -4.53 -3.60 1.38 0.212
H -4.43 -3.44 3.17 0.306
H -3.10 -1.70 1.80 -0.532
H -4.30 -0.83 2.88 0.383
Cl -2.49 4.67 1.68 -0.104
C -4.20 4.69 2.20 -0.573
C -5.00 4.70 0.90 -0.463
Cl -4.76 3.25 -0.06 -0.082
H -4.37 5.52 2.88 0.350
H -4.38 3.77 2.76 0.277
H -4.88 5.62 0.32 0.344
H -6.04 4.80 1.22 0.305
Cl 0.67 0.94 0.99 -0.092
C -1.06 0.59 0.99 0.011
C -1.73 1.50 -0.15 -0.056
Cl -1.10 1.23 -1.79 -0.120
H -1.45 0.78 1.99 0.470
H -1.12 -0.48 0.80 -0.495
H -1.51 2.55 0.05 0.230
H -2.81 1.33 -0.14 -0.065
```

Results
SMILES   c1ccncc1.c1ccncc1.c1ccncc1.c1ccncc1.ClCCCl.ClCCCl.ClCCCl.ClCCCl.ClCCCl
LUMO   0.4 eV
E_tot   -162942.6218 eV
Frontier orbital gap   10.0 eV
Total charge   0
Max |F|   0.0537 hartree/bohr

Which of these has the highest max |F|?
C54H99Cl3N18